No. 1
DFT (ωB97M-V/def2-TZVPD) results for a molecular structure, C39H62NO30S2 at a distorted geometry.

Structure (XYZ):
```
134
Properties=species:S:1:pos:R:3
C -3.954 4.266 3.178
C -2.692 3.633 3.746
O -2.255 4.331 4.935
C -1.228 5.222 4.606
O -1.475 6.390 4.385
C 0.144 4.577 4.570
C 0.767 4.717 3.152
C 2.171 5.311 3.110
S 2.351 7.025 3.593
O 3.755 7.147 3.955
O 1.458 7.251 4.706
N 1.968 8.042 2.399
S 2.056 7.525 0.896
C 3.756 7.020 0.571
O 1.840 8.665 0.027
O 1.201 6.395 0.578
H -3.736 4.805 2.263
H -4.381 4.962 3.890
H -4.672 3.490 2.942
H -2.852 2.603 4.050
H -1.884 3.611 3.021
H -0.035 3.529 4.790
H 0.781 5.028 5.321
H 0.075 5.235 2.501
H 0.864 3.706 2.756
H 2.601 5.111 2.138
H 2.783 4.775 3.833
H 3.762 5.961 0.336
H 4.377 7.261 1.425
H 4.086 7.553 -0.311
C -5.078 0.256 -2.361
C -5.167 0.819 -0.963
C -5.518 2.286 -0.906
O -4.862 2.708 0.302
C -3.817 1.883 0.514
O -2.953 2.062 1.310
O -3.880 0.807 -0.311
H -4.203 0.650 -2.878
H -4.976 -0.830 -2.331
H -5.972 0.504 -2.934
H -5.852 0.226 -0.361
H -6.590 2.463 -0.835
H -5.117 2.851 -1.745
C -8.599 7.363 -3.116
C -8.305 6.006 -3.708
C -8.899 4.840 -2.947
O -7.957 3.789 -3.207
C -6.755 4.373 -3.468
O -5.724 3.791 -3.525
O -6.902 5.702 -3.639
H -8.058 7.495 -2.179
H -8.276 8.154 -3.790
H -9.667 7.481 -2.934
H -8.604 5.976 -4.759
H -9.887 4.558 -3.302
H -8.938 5.019 -1.869
C -1.635 -0.415 2.770
C -1.294 -1.754 2.167
C -1.847 -2.948 2.914
O -0.865 -3.963 2.647
C 0.309 -3.337 2.395
O 1.363 -3.883 2.328
O 0.123 -2.013 2.236
H -1.101 -0.272 3.711
H -1.341 0.393 2.105
H -2.706 -0.329 2.948
H -1.589 -1.782 1.115
H -2.824 -3.261 2.554
H -1.895 -2.783 3.993
C 2.205 -6.114 0.464
C 3.418 -6.994 0.318
C 4.606 -6.298 -0.304
O 5.294 -7.384 -0.958
C 4.373 -8.337 -1.243
O 4.577 -9.271 -1.951
O 3.208 -8.078 -0.619
H 1.773 -5.886 -0.510
H 1.436 -6.612 1.055
H 2.469 -5.189 0.960
H 3.679 -7.439 1.283
H 5.252 -5.831 0.437
H 4.328 -5.567 -1.064
C 5.615 -1.741 -4.973
C 5.506 -2.616 -3.750
C 5.257 -4.076 -4.052
O 4.513 -4.501 -2.895
C 3.886 -3.402 -2.387
O 3.048 -3.447 -1.546
O 4.343 -2.280 -2.966
H 4.644 -1.641 -5.459
H 5.946 -0.743 -4.693
H 6.333 -2.157 -5.680
H 6.382 -2.485 -3.113
H 6.170 -4.658 -4.143
H 4.643 -4.226 -4.943
C -11.419 -1.331 -1.174
C -10.358 -0.680 -0.320
C -9.218 -0.055 -1.095
O -8.120 -0.188 -0.185
C -8.376 -1.249 0.624
O -7.585 -1.746 1.350
O -9.660 -1.655 0.475
H -11.030 -2.236 -1.640
H -12.276 -1.621 -0.568
H -11.763 -0.647 -1.950
H -10.810 0.046 0.361
H -9.387 0.993 -1.331
H -8.982 -0.597 -2.014
C 9.004 -8.035 0.626
C 9.116 -6.888 -0.349
C 8.785 -7.245 -1.779
O 9.607 -6.332 -2.522
C 10.671 -6.009 -1.747
O 11.634 -5.434 -2.127
O 10.479 -6.439 -0.475
H 9.801 -8.759 0.455
H 9.102 -7.680 1.651
H 8.038 -8.530 0.523
H 8.512 -6.042 -0.008
H 7.735 -7.096 -2.017
H 9.071 -8.266 -2.039
C 4.599 -0.922 1.551
C 5.593 -0.091 0.776
C 5.033 1.190 0.198
O 5.829 1.366 -0.985
C 6.259 0.150 -1.376
O 6.757 -0.087 -2.429
O 6.024 -0.775 -0.418
H 3.860 -1.362 0.880
H 5.100 -1.743 2.064
H 4.087 -0.314 2.297
H 6.479 0.111 1.383
H 5.145 2.044 0.860
H 3.985 1.098 -0.097
```

Calculated values
Total charge: -1

No. 2
DFT (ωB97M-V/def2-TZVPD) results for a molecular structure, C39H63BClCsIN10O2Si4 at a distorted geometry.

Structure (XYZ):
```
122
Properties=species:S:1:pos:R:3
Cs 1.137 0.642 -0.392
C 2.508 1.558 4.536
C 1.193 1.407 4.089
N 0.958 0.150 3.759
N 2.086 -0.528 3.978
C 3.041 0.294 4.443
B 2.246 -2.014 3.667
N 3.006 -2.220 2.355
C 3.034 -3.342 1.615
C 3.894 -3.138 0.559
C 4.357 -1.831 0.754
N 3.819 -1.301 1.838
N 0.886 -2.681 3.553
C 0.117 -3.199 4.528
C -1.014 -3.719 3.939
C -0.846 -3.447 2.575
N 0.295 -2.821 2.364
N 3.104 -2.629 4.796
C 4.417 -2.912 4.730
C 4.827 -3.336 5.975
C 3.666 -3.265 6.751
N 2.647 -2.837 6.029
H 3.006 2.447 4.866
H 0.418 2.145 3.989
H 4.021 -0.068 4.677
H 2.459 -4.207 1.877
H 4.139 -3.825 -0.228
H 5.070 -1.275 0.174
H 0.436 -3.161 5.551
H -1.832 -4.223 4.416
H -1.490 -3.685 1.750
H 4.975 -2.782 3.824
H 5.809 -3.651 6.274
H 3.534 -3.507 7.791
O -1.886 -0.221 3.389
H -0.976 -0.050 3.683
H -1.779 -0.862 2.681
Cl -0.348 -2.275 -0.993
O -1.367 0.021 -1.728
C -1.695 -1.157 -1.635
I -2.039 2.064 0.587
C -1.284 4.009 0.888
C -1.938 5.083 0.316
C -1.417 6.352 0.533
C -0.237 6.465 1.281
C 0.341 5.317 1.781
N -0.177 4.101 1.618
H -2.829 4.938 -0.276
H -1.901 7.226 0.122
H 0.212 7.435 1.446
H 1.270 5.346 2.335
C -4.445 1.401 -2.671
Si -4.412 -0.444 -3.184
C -3.619 -0.463 -4.929
C -6.248 -0.906 -3.554
Si -3.412 -1.908 -1.609
Si -4.877 -1.867 0.303
C -4.330 -2.829 1.868
C -5.325 -0.095 0.879
C -6.555 -2.666 -0.227
Si -2.985 -4.127 -2.311
C -1.890 -4.192 -3.888
C -2.180 -5.326 -1.041
C -4.633 -4.994 -2.804
H -5.179 1.989 -3.223
H -3.462 1.837 -2.821
H -4.664 1.498 -1.612
H -4.096 0.251 -5.597
H -3.671 -1.448 -5.384
H -2.571 -0.195 -4.857
H -6.564 -0.503 -4.512
H -6.916 -0.526 -2.787
H -6.384 -1.982 -3.601
H -3.483 -2.335 2.331
H -4.026 -3.844 1.629
H -5.114 -2.894 2.620
H -4.464 0.370 1.348
H -6.137 -0.073 1.600
H -5.622 0.528 0.040
H -6.413 -3.667 -0.621
H -7.027 -2.081 -1.008
H -7.259 -2.736 0.598
H -0.923 -3.747 -3.678
H -2.340 -3.627 -4.698
H -1.720 -5.202 -4.253
H -1.241 -4.924 -0.674
H -1.970 -6.308 -1.462
H -2.827 -5.472 -0.181
H -5.185 -4.406 -3.531
H -5.272 -5.133 -1.937
H -4.466 -5.974 -3.240
C 5.160 4.517 -4.945
C 4.019 3.882 -4.189
C 2.865 3.502 -4.864
C 1.820 2.919 -4.143
C 0.551 2.513 -4.845
C 1.951 2.703 -2.796
C 3.121 3.045 -2.053
C 4.140 3.676 -2.832
N 3.107 2.734 -0.768
C 4.161 3.078 0.149
C 4.406 4.602 0.265
C 3.691 2.615 1.540
C 5.490 2.347 -0.149
H 4.928 4.594 -6.008
H 6.066 3.919 -4.828
H 5.376 5.517 -4.560
H 2.767 3.662 -5.932
H 0.424 3.082 -5.767
H -0.314 2.677 -4.201
H 0.582 1.451 -5.102
H 1.122 2.266 -2.244
H 5.066 3.992 -2.371
H 3.447 5.094 0.425
H 4.856 5.019 -0.632
H 5.063 4.812 1.111
H 2.743 3.087 1.784
H 4.424 2.883 2.299
H 3.565 1.536 1.559
H 5.854 2.569 -1.149
H 5.321 1.274 -0.078
H 6.257 2.629 0.572
```

Calculated values
Multiplicity: 2
Energy above the lowest of the compared OMol25 structures with the same formula, charge and spin, eV: 1.666
Total charge: -2
<S²>: 0.75

No. 3
DFT (ωB97M-V/def2-TZVPD) results for 6 unconnected molecules or ions with the total composition C39H63F8N4O9 at a distorted geometry.

Structure (XYZ):
```
123
Properties=species:S:1:pos:R:3
C 0.121 -7.272 -0.554
C -0.483 -6.314 0.431
C -1.614 -6.691 1.161
C -2.137 -5.811 2.100
C -1.563 -4.566 2.321
C -2.203 -3.658 3.365
N -1.414 -2.456 3.554
C -1.464 -1.186 3.069
N -2.343 -0.678 2.209
C -3.451 -1.372 1.616
O -2.994 -2.427 0.800
O -3.905 -2.479 -0.294
C -2.088 0.702 1.781
C -1.209 0.745 0.509
O -0.867 -0.578 0.147
C -1.936 1.422 -0.655
F -1.883 2.748 -0.538
F -1.318 1.110 -1.810
F -3.204 1.038 -0.768
N -0.453 -0.478 3.564
C 0.223 -1.281 4.350
C 1.441 -0.805 5.114
F 0.998 -0.547 6.379
F 2.339 -1.801 5.200
C 2.071 0.444 4.539
C 3.404 0.430 4.151
C 4.002 1.576 3.624
C 3.257 2.735 3.465
C 1.921 2.747 3.864
C 1.128 4.015 3.708
F 1.319 4.840 4.750
F -0.189 3.781 3.642
F 1.481 4.683 2.611
C 1.329 1.617 4.398
N -0.320 -2.497 4.367
C 0.203 -3.645 5.113
C 0.117 -3.464 6.616
O 0.743 -4.165 7.329
C -0.458 -4.177 1.583
C 0.067 -5.058 0.649
H 0.650 -6.768 -1.356
H 0.863 -7.867 -0.019
H -0.613 -7.974 -0.930
H -2.084 -7.648 1.007
H -3.015 -6.099 2.667
H -3.225 -3.431 3.102
H -2.242 -4.226 4.289
H -4.019 -0.699 0.988
H -4.141 -1.739 2.377
H -3.324 -2.676 -1.044
H -1.700 1.307 2.587
H -3.052 1.119 1.528
H -0.299 1.314 0.699
H -0.031 -0.573 -0.336
H 4.022 -0.444 4.260
H 5.037 1.557 3.333
H 3.713 3.610 3.033
H 0.304 1.633 4.723
H 1.230 -3.800 4.810
H -0.322 -4.567 4.881
H -0.557 -2.700 7.035
H -0.014 -3.203 1.715
H 0.940 -4.807 0.063
C -1.156 -2.278 -2.869
C 0.366 -2.323 -2.836
C 0.889 -3.557 -3.549
O 0.826 -2.302 -1.477
H -1.564 -3.161 -2.360
H -1.527 -1.392 -2.351
H -1.529 -2.267 -3.894
H 0.771 -1.427 -3.307
H 0.515 -4.463 -3.057
H 1.977 -3.592 -3.521
H 0.572 -3.569 -4.590
H 0.486 -3.102 -1.062
C 1.876 -2.662 -8.178
C 2.473 -1.714 -7.149
C 3.827 -1.190 -7.599
O 2.587 -2.370 -5.883
H 2.525 -3.531 -8.318
H 0.904 -3.030 -7.846
H 1.749 -2.169 -9.143
H 1.794 -0.876 -6.985
H 4.537 -2.012 -7.731
H 4.241 -0.517 -6.848
H 3.744 -0.653 -8.545
H 3.193 -3.111 -5.988
C -4.550 4.218 4.169
C -4.300 4.203 2.670
C -5.268 5.113 1.932
O -4.405 2.864 2.166
H -5.559 3.860 4.391
H -3.849 3.559 4.683
H -4.444 5.223 4.577
H -3.275 4.519 2.467
H -6.298 4.781 2.088
H -5.075 5.088 0.859
H -5.182 6.143 2.277
H -5.304 2.560 2.331
C 1.714 3.204 -4.815
C 2.065 1.754 -4.527
C 1.957 1.444 -3.041
O 3.380 1.460 -4.986
H 2.401 3.871 -4.296
H 1.796 3.414 -5.882
H 0.697 3.437 -4.492
H 1.397 1.094 -5.084
H 2.655 2.062 -2.469
H 2.214 0.399 -2.850
H 0.947 1.630 -2.671
H 3.996 2.030 -4.513
C 2.061 6.188 -0.130
C 2.279 6.298 -1.632
C 1.251 7.213 -2.279
O 2.230 5.002 -2.232
H 1.076 5.763 0.082
H 2.806 5.528 0.317
H 2.126 7.164 0.353
H 3.281 6.680 -1.827
H 0.242 6.818 -2.131
H 1.421 7.279 -3.354
H 1.293 8.218 -1.858
H 1.351 4.638 -2.077
```

Calculated values
Total charge: +1

No. 4
DFT (ωB97M-V/def2-TZVPD) results for a molecular structure, C39H63N3O2OsPSi4 at a distorted geometry.

Structure (XYZ):
```
113
Properties=species:S:1:pos:R:3
Os -0.399 -0.144 0.221
C 2.000 -0.774 -1.778
C 2.880 0.304 -1.158
C 4.313 0.110 -1.657
C 2.846 0.263 0.365
C 3.730 1.315 1.053
O 2.825 2.039 1.932
C 1.619 1.552 1.783
N 1.499 0.569 0.938
C 0.562 2.113 2.639
C 0.912 2.400 3.955
C -0.036 2.888 4.842
C -1.341 3.069 4.415
C -1.698 2.780 3.101
C -0.757 2.312 2.191
P -1.248 2.077 0.419
C -1.677 -0.569 -1.218
C -2.238 0.262 -2.212
C -2.837 -0.298 -3.315
C -2.915 -1.691 -3.446
C -2.423 -2.528 -2.450
C -1.804 -1.979 -1.343
C -3.040 1.774 0.628
C -4.009 2.684 0.230
C -5.355 2.429 0.468
C -5.745 1.256 1.090
C -4.783 0.324 1.469
C -3.445 0.580 1.240
H 1.986 -0.685 -2.864
H 0.937 -0.706 -1.473
H 2.358 -1.775 -1.528
H 2.508 1.285 -1.462
H 4.705 -0.856 -1.327
H 4.992 0.889 -1.308
H 4.339 0.118 -2.746
H 3.127 -0.742 0.692
H 4.163 2.034 0.361
H 4.517 0.886 1.667
H 1.931 2.238 4.281
H 0.244 3.118 5.862
H -2.093 3.440 5.100
H -2.727 2.911 2.793
H -2.220 1.339 -2.106
H -3.256 0.338 -4.083
H -3.377 -2.120 -4.326
H -2.529 -3.601 -2.532
H -1.432 -2.643 -0.566
H -3.735 3.588 -0.280
H -6.098 3.151 0.157
H -6.794 1.059 1.269
H -5.079 -0.606 1.937
H -2.725 -0.173 1.542
C -1.628 7.361 -1.384
Si -2.060 5.665 -0.749
C -2.851 5.809 0.937
C -3.038 4.832 -2.132
Si -0.157 4.125 -0.515
Si 0.878 3.730 -2.658
C 2.724 3.380 -2.734
C -0.017 2.426 -3.651
C 0.587 5.417 -3.410
Si 1.794 5.522 0.981
C 3.224 5.376 -0.170
C 2.135 5.102 2.738
C 0.781 7.039 0.752
H -2.536 7.754 -1.853
H -0.850 7.365 -2.145
H -1.348 8.058 -0.597
H -3.652 6.555 0.901
H -3.286 4.884 1.310
H -2.121 6.152 1.673
H -4.115 5.005 -2.040
H -2.882 3.756 -2.210
H -2.737 5.281 -3.082
H 2.899 2.487 -3.340
H 3.223 4.211 -3.237
H 3.220 3.235 -1.777
H 0.040 1.433 -3.199
H 0.441 2.364 -4.643
H -1.070 2.678 -3.798
H 1.047 6.223 -2.832
H -0.475 5.636 -3.524
H 1.031 5.450 -4.410
H 3.740 4.421 -0.084
H 3.949 6.154 0.098
H 2.942 5.541 -1.208
H 2.670 4.164 2.853
H 1.225 5.074 3.338
H 2.772 5.899 3.141
H 0.646 7.270 -0.302
H 1.302 7.891 1.206
H -0.191 6.962 1.235
C -1.169 -0.674 4.363
N 0.076 -1.356 4.006
C 0.940 -1.736 5.137
C 1.695 -3.007 4.819
C 2.394 -2.815 3.490
N 1.404 -2.468 2.456
C 1.557 -3.131 1.165
C 0.317 -1.749 2.761
O -0.534 -1.418 1.828
H -1.877 -1.385 4.791
H -1.614 -0.207 3.493
H -0.945 0.092 5.102
H 0.307 -1.861 6.013
H 1.634 -0.915 5.339
H 0.998 -3.845 4.751
H 2.417 -3.225 5.603
H 2.910 -3.720 3.179
H 3.132 -2.011 3.562
H 1.241 -4.174 1.225
H 2.604 -3.106 0.868
H 0.963 -2.644 0.397
```

Calculated values
Multiplicity: 5
Total charge: +3
<S²>: 6.04

E for the records above, in order: -126037.79045; -113825.86063; -87584.59952; -93273.72334 eV